[1]
40
Properties=species:S:1:pos:R:3:forces:R:3 method="wB97M-V/def2-TZVPD" multiplicity=5 total_charge=+1 homo_lumo_gap_ha="0.348 / 0.310" de_lowest_kj_mol=0.0 total_energy_ev=-30022.6627 homo_ha="-0.4360 / -0.4672"
Ru -1.00704 1.06953 -0.02569 -0.926 -1.326 -0.128
C -0.19321 -1.22038 -4.39718 0.002 -0.031 -0.032
N 0.75399 -0.96603 -3.31159 -0.119 0.093 0.094
C 2.14659 -1.27323 -3.61480 0.027 -0.023 -0.007
C 0.32814 -0.27229 -2.24930 0.028 -0.317 -0.356
O -0.85364 0.09597 -2.16679 0.468 0.544 0.346
C 1.42929 0.03743 -1.22386 0.549 0.206 -0.036
O 1.09229 0.78332 -0.02812 -0.811 -0.690 0.012
C 1.44618 0.15830 1.23039 0.594 0.296 0.009
C 0.33585 -0.28061 2.19495 0.023 -0.312 0.357
O -0.85579 0.05067 2.09280 0.432 0.523 -0.353
N 0.75071 -1.01218 3.23443 -0.124 0.081 -0.087
C -0.23363 -1.40086 4.24463 0.009 -0.013 0.036
C 2.13426 -1.26440 3.61797 0.022 -0.029 0.001
H 0.02799 -2.19363 -4.82997 0.009 0.006 0.004
H -0.10198 -0.45577 -5.17059 -0.003 -0.002 0.003
H -1.20557 -1.21801 -4.01098 0.002 0.003 0.014
H 2.17685 -2.20525 -4.17468 -0.003 0.007 -0.002
H 2.74604 -1.41338 -2.72136 -0.007 0.003 0.013
H 2.59555 -0.48832 -4.22760 0.004 0.001 0.012
H 2.15168 0.66040 -1.75690 0.121 -0.054 0.119
H 1.91089 -0.89175 -0.92814 -0.036 -0.014 -0.031
H 2.00829 0.92420 1.77103 0.119 -0.048 -0.076
H 2.10595 -0.67879 1.01959 -0.014 0.007 0.008
H -1.22443 -1.42265 3.80700 0.002 0.000 -0.016
H -0.22288 -0.69558 5.07732 -0.007 0.000 -0.006
H 0.02474 -2.39164 4.61354 0.011 0.008 0.000
H 2.83951 -1.05760 2.82161 -0.010 0.010 -0.009
H 2.23736 -2.31185 3.89748 0.004 0.004 -0.003
H 2.39834 -0.64825 4.47956 0.001 -0.003 -0.003
N -3.08969 1.33133 -0.02507 -0.212 0.102 -0.021
C -3.35958 2.78221 -0.17016 0.092 0.223 -0.058
C -2.17570 3.50621 0.47067 -0.279 -0.098 0.197
O -2.31185 4.35736 1.29669 0.229 0.232 -0.168
O -1.00638 2.99658 0.05397 -0.058 0.196 0.172
H -3.51643 0.79816 -0.77572 -0.010 -0.068 0.056
H -3.46344 0.98481 0.85389 -0.021 -0.051 -0.025
H -4.28522 3.10086 0.30110 -0.041 -0.121 -0.004
H -3.38597 3.01782 -1.23340 -0.018 0.036 0.012
O -1.14804 -0.89268 -0.03669 -0.045 0.621 -0.043



[2]
68
Properties=species:S:1:pos:R:3:forces:R:3 method="wB97M-V/def2-TZVPD" total_charge=+3 homo_lumo_gap_ha=0.185 de_lowest_kj_mol=0.0 total_energy_ev=-467890.7634 homo_ha=-0.5662
Ta -1.91602 1.54982 1.41256 -0.171 0.123 0.375
Se -1.29241 -0.16358 -0.97225 0.183 0.053 0.015
Se -3.15478 -0.37584 2.50240 0.126 0.229 -0.115
C -1.36150 -0.50860 3.18781 0.228 0.184 -0.148
C -0.95994 -1.37050 4.19261 -0.029 -0.041 0.038
C 0.33486 -1.25687 4.67344 0.042 0.063 -0.045
C 1.20006 -0.29047 4.15106 -0.032 -0.044 0.027
C 0.74352 0.53391 3.15358 -0.015 0.006 -0.031
N -0.50805 0.40828 2.66189 -0.268 -0.001 0.060
C -0.69882 1.63555 -1.34577 -0.030 0.037 -0.158
C -0.34005 2.12057 -2.58421 -0.045 -0.059 0.138
C 0.03999 3.45916 -2.66666 0.016 0.054 -0.056
C 0.03718 4.25169 -1.52856 0.023 0.092 -0.021
C -0.36257 3.70496 -0.32646 -0.034 -0.138 0.029
N -0.72313 2.40711 -0.24074 0.087 0.082 -0.024
H -1.65907 -2.08350 4.60759 0.011 -0.004 0.005
H 0.67244 -1.90342 5.47356 -0.019 -0.011 0.001
H 2.20210 -0.17253 4.53757 0.003 0.006 -0.008
H 1.35130 1.32234 2.72838 0.018 -0.002 0.018
H -0.38213 1.48748 -3.45953 0.005 0.009 -0.011
H 0.32675 3.88518 -3.61987 -0.011 -0.021 -0.014
H 0.32026 5.29420 -1.57538 0.012 -0.006 0.014
H -0.40930 4.28282 0.58834 -0.007 0.009 -0.015
Br -6.14787 6.89289 2.54849 0.025 0.000 0.004
C -4.69308 5.72463 2.59828 -0.047 0.018 -0.005
C -3.65361 5.91836 3.52300 -0.003 0.037 0.033
Br -3.70204 7.35304 4.71521 -0.008 -0.014 -0.029
C -2.56031 5.03465 3.58250 0.068 -0.038 -0.079
Br -1.14165 5.19608 4.78861 -0.045 0.003 -0.026
C -2.55231 3.99194 2.68890 -0.101 -0.205 -0.076
O -1.60869 2.97274 2.62245 0.021 -0.099 -0.039
C -3.58130 3.80768 1.76645 0.073 -0.173 0.127
O -3.36486 2.65656 1.02458 -0.016 -0.085 0.001
C -4.67043 4.64322 1.69955 0.084 0.012 -0.048
Br -6.01208 4.28250 0.45406 0.032 0.010 0.031
C 3.85844 -1.90419 -4.69679 0.087 -0.003 -0.011
Si 3.62166 -1.24198 -2.98932 -0.073 0.006 -0.053
C 4.12452 0.53603 -2.76949 0.026 -0.031 -0.001
C 4.34784 -2.32000 -1.65084 -0.024 0.002 -0.013
C 1.67538 -1.23535 -2.74659 -0.046 0.016 0.190
Te 1.21282 -0.93821 -0.72481 -0.162 -0.212 0.006
C 1.02763 -2.96432 -0.18042 -0.068 0.069 -0.016
Si -0.56981 -4.01917 -0.54504 -0.016 0.004 -0.015
C -1.92396 -3.37467 0.56669 0.005 -0.052 -0.013
C -0.98639 -3.85169 -2.35122 0.008 0.021 -0.005
C -0.05166 -5.73301 -0.07530 0.043 0.016 0.020
H 4.92557 -1.91021 -4.93405 -0.005 -0.009 -0.014
H 3.36303 -1.28910 -5.44952 -0.014 0.002 0.004
H 3.49756 -2.92924 -4.79437 -0.009 0.001 0.003
H 5.20556 0.62717 -2.89823 -0.002 0.015 0.005
H 3.89598 0.92549 -1.77306 -0.004 0.007 0.001
H 3.65939 1.18396 -3.51514 -0.008 0.004 0.000
H 5.43570 -2.32509 -1.75446 0.005 0.015 -0.001
H 4.02563 -3.36085 -1.72582 -0.009 -0.001 0.010
H 4.14887 -1.96007 -0.63473 0.006 -0.015 0.014
H 1.18181 -2.16288 -3.03506 -0.002 -0.016 -0.047
H 1.25006 -0.39727 -3.30124 0.031 0.004 -0.023
H 1.27347 -3.00015 0.88267 0.000 0.014 -0.001
H 1.85834 -3.40711 -0.73874 0.039 0.020 0.000
H -2.36806 -2.42661 0.25912 0.010 0.010 -0.007
H -1.58304 -3.27927 1.60084 0.009 0.005 -0.005
H -2.74163 -4.10090 0.57020 0.006 -0.001 -0.008
H -1.20576 -2.82897 -2.66751 0.005 0.022 -0.002
H -1.88163 -4.43938 -2.56949 0.002 -0.013 0.022
H -0.19229 -4.24971 -2.98752 0.002 0.004 0.005
H 0.23157 -5.80139 0.97679 -0.003 -0.002 0.001
H 0.78931 -6.08508 -0.67551 -0.004 -0.001 -0.007
H -0.87839 -6.42888 -0.23552 -0.014 0.013 -0.009



Please write out number 1 again, unchanged.
40
Properties=species:S:1:pos:R:3:forces:R:3 method="wB97M-V/def2-TZVPD" multiplicity=5 total_charge=+1 homo_lumo_gap_ha="0.348 / 0.310" de_lowest_kj_mol=0.0 total_energy_ev=-30022.6627 homo_ha="-0.4360 / -0.4672"
Ru -1.00704 1.06953 -0.02569 -0.926 -1.326 -0.128
C -0.19321 -1.22038 -4.39718 0.002 -0.031 -0.032
N 0.75399 -0.96603 -3.31159 -0.119 0.093 0.094
C 2.14659 -1.27323 -3.61480 0.027 -0.023 -0.007
C 0.32814 -0.27229 -2.24930 0.028 -0.317 -0.356
O -0.85364 0.09597 -2.16679 0.468 0.544 0.346
C 1.42929 0.03743 -1.22386 0.549 0.206 -0.036
O 1.09229 0.78332 -0.02812 -0.811 -0.690 0.012
C 1.44618 0.15830 1.23039 0.594 0.296 0.009
C 0.33585 -0.28061 2.19495 0.023 -0.312 0.357
O -0.85579 0.05067 2.09280 0.432 0.523 -0.353
N 0.75071 -1.01218 3.23443 -0.124 0.081 -0.087
C -0.23363 -1.40086 4.24463 0.009 -0.013 0.036
C 2.13426 -1.26440 3.61797 0.022 -0.029 0.001
H 0.02799 -2.19363 -4.82997 0.009 0.006 0.004
H -0.10198 -0.45577 -5.17059 -0.003 -0.002 0.003
H -1.20557 -1.21801 -4.01098 0.002 0.003 0.014
H 2.17685 -2.20525 -4.17468 -0.003 0.007 -0.002
H 2.74604 -1.41338 -2.72136 -0.007 0.003 0.013
H 2.59555 -0.48832 -4.22760 0.004 0.001 0.012
H 2.15168 0.66040 -1.75690 0.121 -0.054 0.119
H 1.91089 -0.89175 -0.92814 -0.036 -0.014 -0.031
H 2.00829 0.92420 1.77103 0.119 -0.048 -0.076
H 2.10595 -0.67879 1.01959 -0.014 0.007 0.008
H -1.22443 -1.42265 3.80700 0.002 0.000 -0.016
H -0.22288 -0.69558 5.07732 -0.007 0.000 -0.006
H 0.02474 -2.39164 4.61354 0.011 0.008 0.000
H 2.83951 -1.05760 2.82161 -0.010 0.010 -0.009
H 2.23736 -2.31185 3.89748 0.004 0.004 -0.003
H 2.39834 -0.64825 4.47956 0.001 -0.003 -0.003
N -3.08969 1.33133 -0.02507 -0.212 0.102 -0.021
C -3.35958 2.78221 -0.17016 0.092 0.223 -0.058
C -2.17570 3.50621 0.47067 -0.279 -0.098 0.197
O -2.31185 4.35736 1.29669 0.229 0.232 -0.168
O -1.00638 2.99658 0.05397 -0.058 0.196 0.172
H -3.51643 0.79816 -0.77572 -0.010 -0.068 0.056
H -3.46344 0.98481 0.85389 -0.021 -0.051 -0.025
H -4.28522 3.10086 0.30110 -0.041 -0.121 -0.004
H -3.38597 3.01782 -1.23340 -0.018 0.036 0.012
O -1.14804 -0.89268 -0.03669 -0.045 0.621 -0.043



Copy entry 1 word for word.
40
Properties=species:S:1:pos:R:3:forces:R:3 method="wB97M-V/def2-TZVPD" multiplicity=5 total_charge=+1 homo_lumo_gap_ha="0.348 / 0.310" de_lowest_kj_mol=0.0 total_energy_ev=-30022.6627 homo_ha="-0.4360 / -0.4672"
Ru -1.00704 1.06953 -0.02569 -0.926 -1.326 -0.128
C -0.19321 -1.22038 -4.39718 0.002 -0.031 -0.032
N 0.75399 -0.96603 -3.31159 -0.119 0.093 0.094
C 2.14659 -1.27323 -3.61480 0.027 -0.023 -0.007
C 0.32814 -0.27229 -2.24930 0.028 -0.317 -0.356
O -0.85364 0.09597 -2.16679 0.468 0.544 0.346
C 1.42929 0.03743 -1.22386 0.549 0.206 -0.036
O 1.09229 0.78332 -0.02812 -0.811 -0.690 0.012
C 1.44618 0.15830 1.23039 0.594 0.296 0.009
C 0.33585 -0.28061 2.19495 0.023 -0.312 0.357
O -0.85579 0.05067 2.09280 0.432 0.523 -0.353
N 0.75071 -1.01218 3.23443 -0.124 0.081 -0.087
C -0.23363 -1.40086 4.24463 0.009 -0.013 0.036
C 2.13426 -1.26440 3.61797 0.022 -0.029 0.001
H 0.02799 -2.19363 -4.82997 0.009 0.006 0.004
H -0.10198 -0.45577 -5.17059 -0.003 -0.002 0.003
H -1.20557 -1.21801 -4.01098 0.002 0.003 0.014
H 2.17685 -2.20525 -4.17468 -0.003 0.007 -0.002
H 2.74604 -1.41338 -2.72136 -0.007 0.003 0.013
H 2.59555 -0.48832 -4.22760 0.004 0.001 0.012
H 2.15168 0.66040 -1.75690 0.121 -0.054 0.119
H 1.91089 -0.89175 -0.92814 -0.036 -0.014 -0.031
H 2.00829 0.92420 1.77103 0.119 -0.048 -0.076
H 2.10595 -0.67879 1.01959 -0.014 0.007 0.008
H -1.22443 -1.42265 3.80700 0.002 0.000 -0.016
H -0.22288 -0.69558 5.07732 -0.007 0.000 -0.006
H 0.02474 -2.39164 4.61354 0.011 0.008 0.000
H 2.83951 -1.05760 2.82161 -0.010 0.010 -0.009
H 2.23736 -2.31185 3.89748 0.004 0.004 -0.003
H 2.39834 -0.64825 4.47956 0.001 -0.003 -0.003
N -3.08969 1.33133 -0.02507 -0.212 0.102 -0.021
C -3.35958 2.78221 -0.17016 0.092 0.223 -0.058
C -2.17570 3.50621 0.47067 -0.279 -0.098 0.197
O -2.31185 4.35736 1.29669 0.229 0.232 -0.168
O -1.00638 2.99658 0.05397 -0.058 0.196 0.172
H -3.51643 0.79816 -0.77572 -0.010 -0.068 0.056
H -3.46344 0.98481 0.85389 -0.021 -0.051 -0.025
H -4.28522 3.10086 0.30110 -0.041 -0.121 -0.004
H -3.38597 3.01782 -1.23340 -0.018 0.036 0.012
O -1.14804 -0.89268 -0.03669 -0.045 0.621 -0.043